ORCA calculation (ωB97M-V with the def2-TZVPD basis set) on one molecule with the formula C3H3I in a non-equilibrium geometry.

Properties
SMILES string ... C#CCI
E_LUMO ... 0.244 eV
Calculated total energy ... -11257.3636 eV
Highest occupied orbital energy ... -0.3557 Ha
Charge ... 0
ΔE to the lowest compared entry with this formula, charge and spin ... 10.3 kcal per mole

Each line ends with the natural charge from an NBO analysis.
Cartesian coordinates (Å):
C  1.32  -1.33  0.04  -0.28
C  0.49  -0.48  -0.03  -0.02
C  -0.55  0.89  -0.01  -0.55
I  -2.56  0.19  -0.13  0.13
H  1.99  -2.14  0.06  0.24
H  -0.38  1.38  0.94  0.24
H  -0.31  1.48  -0.88  0.24